This record from the Open Molecules 2025 dataset describes 2 unconnected molecules or ions with the total composition C5H14 at a distorted geometry. The level of theory is ωB97M-V/def2-TZVPD.

Calculated total energy ... -5411.598 eV
LUMO level ... 0.0405 Ha
SMILES ... CCC.CC
Relative energy (zero: lowest compared OMol25 entry of this formula, charge and spin) ... 10.4 kcal/mol
HOMO level ... -11.19 eV
Frontier orbital gap ... 12.30 eV

Each line ends with the Mulliken charge.
Element x y z (Å)
C: 1.799 -0.921 1.668  -1.372
C: 0.709 0.072 1.252  0.726
C: 1.223 1.521 1.248  -1.063
H: 2.617 -0.975 0.952  0.361
H: 1.322 -1.898 1.784  0.367
H: 2.156 -0.758 2.690  0.359
H: 0.281 -0.257 0.309  -0.513
H: -0.042 -0.018 2.039  0.284
H: 0.959 2.091 0.362  0.328
H: 0.841 2.024 2.143  0.269
H: 2.299 1.557 1.438  0.309
C: -1.067 -0.182 -1.871  -0.674
C: -2.571 -0.475 -2.199  -0.958
H: -1.058 0.809 -1.421  0.218
H: -0.737 -0.962 -1.192  0.149
H: -0.429 -0.202 -2.752  0.334
H: -3.067 -0.461 -1.234  0.295
H: -2.721 -1.431 -2.698  0.295
H: -2.877 0.305 -2.887  0.285